ORCA calculation (ωB97M-V/def2-TZVPD) on a molecular structure, C2H8N2Si2 in a non-equilibrium geometry.

Element x y z (Å)
C: 2.430783 0.145529 -0.210104
C: 1.479481 -0.728500 0.163053
N: -2.156286 0.311225 -0.162697
N: 0.142212 -0.342612 0.226828
Si: -0.818629 1.411741 0.049965
Si: -1.339432 -1.321943 -0.057434
H: 3.390179 -0.288140 -0.368382
H: 2.029158 1.125241 -0.411503
H: 1.854286 -1.688606 0.566404
H: -3.191876 0.598677 -0.191608
H: -0.557913 2.494661 -1.005348
H: -0.647225 1.982615 1.326536
H: -1.682877 -1.802936 1.220652
H: -1.285143 -2.152992 -1.247190

Cartesian forces (eV/Å) of the 3 atoms listed first:
-1.4182 -1.2849 0.3112
0.3974 1.2261 0.2126
-1.9752 0.2526 -0.4629

Values from the calculation:
Gap between HOMO and LUMO ... 8.1 eV
Relative energy (zero: lowest compared OMol25 entry of this formula, charge and spin) ... 1.243 eV
HOMO ... -7.728 eV
Lowest unoccupied orbital energy ... 0.4 eV